No. 1
{"formula": "C33H25N5PS4SeV", "method": "the ωB97M-V functional and the def2-TZVPD basis", "elements": ["H", "H", "H", "C", "H", "H", "C", "H", "C", "C", "H", "C", "C", "H", "H", "H", "N", "C", "S", "C", "C", "H", "N", "N", "C", "H", "C", "C", "C", "S", "C", "C", "H", "H", "H", "H", "H", "C", "H", "C", "C", "C", "H", "C", "C", "Se", "C", "S", "H", "C", "N", "C", "C", "S", "C", "P", "H", "V", "C", "H", "C", "H", "N", "C", "C", "C", "C", "H", "C", "H"], "coordinates": [[-6.781082, 2.735698, 0.533547], [-3.977711, -5.332973, 0.329099], [1.603546, 1.252704, -0.967580], [-0.612418, 5.393792, -1.112022], [-3.566351, -2.674294, 3.682939], [-3.924100, 2.228839, -2.604224], [5.365133, -2.917979, 3.216912], [-2.242736, 4.157027, -1.727546], [3.689319, -4.597009, 3.646916], [-5.780004, 2.477968, 0.210801], [-2.810639, 1.438879, 1.456155], [-3.544422, -4.459637, 0.799332], [1.294549, 4.228643, -0.224762], [-1.114321, 6.317374, -1.368153], [2.288497, 4.242635, 0.206410], [1.722080, -4.168672, 2.878828], [-2.232646, -3.930142, -1.203357], [-0.915163, 1.352127, -5.176409], [3.926456, -1.083874, -1.202509], [-0.687043, 1.211195, 2.910866], [-1.238293, 4.178488, -1.321083], [1.155262, 6.354884, -0.355093], [-1.156659, -1.858886, -0.111331], [-0.642560, 0.689898, 1.863198], [-0.619101, 2.975232, -0.985598], [-6.187720, 2.826050, -1.869087], [-0.855278, 1.713997, -3.836286], [-4.168040, 2.190580, -1.550198], [-3.294180, -2.945725, 2.670581], [1.117606, -0.666039, -2.112899], [0.674171, 3.001020, -0.454775], [-1.759296, 0.332931, -5.586700], [4.698361, -1.198148, 2.102973], [-3.111297, -0.483674, -2.595380], [2.198502, 1.955649, 0.394172], [-3.205364, -1.129721, -4.960250], [-1.938993, -1.299959, 2.445098], [-2.615983, -3.682049, 0.071834], [-0.179740, 2.500727, -3.524238], [-2.550921, -0.324224, -4.652131], [-2.036994, -2.536057, 0.672998], [2.424880, -1.740153, -1.524163], [-0.289696, 1.863333, -5.896976], [4.995253, -4.140528, 3.762505], [2.137221, -1.798587, 1.784692], [-1.015907, -2.763087, -1.644768], [-1.641607, 1.061253, -2.895247], [2.073746, -3.398524, -1.287722], [6.386800, -2.571769, 3.296860], [-3.876709, -4.089538, 2.074629], [1.345976, 1.792373, -0.126036], [-4.825499, 2.090633, 1.139816], [-2.489523, 0.035529, -3.317118], [-0.800757, 1.948081, 4.366281], [-3.201960, 1.800274, -0.623769], [-1.482207, 1.366452, -1.100953], [3.406610, -5.554756, 4.062682], [0.000896, -0.179725, 0.168081], [-3.545789, 1.749352, 0.726546], [5.732764, -4.745837, 4.274050], [3.119820, -2.599944, 2.459900], [-1.794039, 0.041951, -6.628847], [1.376548, -1.184500, 1.187536], [0.657106, 5.412314, -0.544658], [-5.448887, 2.526886, -1.136002], [-2.386625, -2.174778, 1.992730], [4.427765, -2.140175, 2.558824], [-4.592005, -4.677636, 2.636182], [2.741905, -3.827335, 2.992036], [-5.072417, 2.045790, 2.192650]], "forces_ev_per_angstrom": [[0.00, 0.00, 0.00], [0.01, 0.01, -0.01], [0.11, 0.05, -0.07], [0.05, -0.03, 0.02], [-0.01, 0.00, -0.01], [0.01, -0.01, -0.01], [-0.04, -0.01, 0.00], [0.00, 0.00, 0.00], [-0.05, 0.03, -0.02], [0.01, -0.01, 0.00], [0.01, 0.00, -0.01], [-0.21, -0.09, 0.21], [-0.03, 0.03, -0.02], [0.00, 0.00, 0.00], [0.00, 0.00, -0.01], [0.00, 0.00, 0.01], [-0.12, -0.05, 0.56], [-0.03, -0.01, 0.01], [0.11, 0.25, 0.05], [-0.13, 0.21, 0.32], [-0.06, -0.01, -0.01], [-0.01, 0.00, 0.00], [-0.74, -0.91, 0.06], [-0.17, 0.14, 0.84], [-0.02, -0.05, 0.03], [0.00, 0.00, 0.00], [0.03, 0.04, -0.01], [0.00, 0.04, -0.02], [0.19, 0.21, -0.06], [-0.08, -0.24, 0.21], [0.17, -0.08, 0.16], [0.00, 0.00, 0.03], [-0.01, -0.01, -0.02], [0.03, -0.01, 0.01], [-0.06, -0.01, 0.11], [-0.01, 0.00, -0.01], [0.01, 0.00, -0.02], [0.00, -0.16, -0.57], [0.00, -0.01, 0.00], [0.01, 0.00, -0.02], [0.45, 0.39, -0.21], [-0.09, -0.40, 0.08], [0.01, -0.01, 0.00], [0.02, 0.01, -0.01], [0.25, -0.16, -0.22], [0.18, 0.12, -0.04], [0.01, -0.03, 0.05], [-0.13, 0.39, -0.17], [0.00, -0.01, 0.00], [0.02, -0.15, -0.24], [-0.23, -0.27, -0.21], [-0.01, 0.01, -0.01], [-0.01, -0.01, 0.03], [0.02, -0.15, -0.30], [0.03, -0.03, -0.02], [-0.28, 0.36, -0.35], [0.01, -0.01, 0.00], [0.32, 1.07, -1.33], [0.01, -0.04, 0.01], [0.00, 0.00, 0.00], [-0.25, 0.17, -0.10], [-0.01, 0.00, 0.00], [0.67, -0.51, 0.94], [-0.02, 0.01, -0.01], [0.02, 0.00, 0.01], [-0.16, -0.01, 0.28], [0.10, 0.02, 0.00], [0.01, 0.00, 0.01], [0.04, -0.09, 0.07], [0.00, 0.00, 0.00]], "relative_energy_ev": 0.469, "lumo_energy_ev": [1.926, 1.829], "spin_multiplicity": 4, "homo_lumo_gap_ev": [5.69, 5.61], "total_charge": -1, "fmax_ev_per_a": 1.7, "energy_ev": -185745.682}

No. 2
{"formula": "C4H4NO2", "method": "the ωB97M-V functional and the def2-TZVPD basis", "elements": ["H", "O", "H", "C", "H", "C", "H", "C", "O", "N", "C"], "coordinates": [[-2.786232, 0.108438, 0.660071], [3.446475, 0.933730, 0.079812], [-1.177250, 1.693061, -0.312790], [2.987049, -0.183674, 0.095063], [-1.400551, -1.013043, 0.902679], [0.173235, 0.359778, -0.313641], [-2.557672, -0.917718, -0.723376], [-1.131273, 0.674315, -0.523465], [3.165815, -1.309550, 0.338146], [1.323371, -0.010811, -0.315435], [-2.042966, -0.334524, 0.112932]], "forces_ev_per_angstrom": [[-2.03, 1.18, 1.50], [0.44, -0.42, -0.20], [-1.09, 1.91, 0.18], [-1.11, 3.26, 0.18], [-1.87, 1.12, -2.13], [3.96, -1.47, -1.16], [0.65, 0.01, 1.40], [1.31, -1.09, 0.66], [1.07, -2.89, 0.42], [-3.35, 1.14, -0.14], [2.03, -2.75, -0.71]], "relative_energy_ev": 2.420, "lumo_energy_ev": 4.169, "homo_lumo_gap_ev": 7.37, "total_charge": -1, "fmax_ev_per_a": 4.4, "smiles": "CC=C=NC(=O)[O-]", "energy_ev": -9797.373}

No. 3
{"formula": "FNO2", "method": "the ωB97M-V functional and the def2-TZVPD basis", "elements": ["F", "N", "O", "O"], "coordinates": [[0.431398, -1.347615, 0.006216], [-0.033218, 0.223817, 0.023442], [-1.270640, 0.210991, -0.012524], [0.872460, 0.912808, -0.017134]], "forces_ev_per_angstrom": [[-0.40, 2.19, 0.15], [-4.87, -3.70, -0.74], [4.93, 0.74, 0.37], [0.33, 0.77, 0.22]], "relative_energy_ev": 0.378, "lumo_energy_ev": -0.997, "homo_lumo_gap_ev": 12.09, "total_charge": 0, "fmax_ev_per_a": 6.2, "energy_ev": -8297.707}

No. 4
{"formula": "C11H17O3", "method": "the ωB97M-V functional and the def2-TZVPD basis", "elements": ["C", "H", "H", "C", "C", "H", "H", "H", "C", "H", "H", "H", "H", "C", "H", "C", "H", "H", "H", "H", "C", "C", "H", "H", "O", "C", "C", "H", "C", "O", "O"], "coordinates": [[-0.867233, 1.532319, -0.085536], [-3.194860, 1.850284, -1.593089], [2.384576, -0.265108, 1.394322], [0.245876, -2.745916, -0.293563], [0.607416, 1.382655, 0.252449], [0.639425, -4.556710, -1.353879], [-2.094377, -1.386857, -0.031383], [-3.672438, 1.312523, 0.050768], [0.619101, -0.406593, 0.580581], [-3.658379, 0.133353, -1.306954], [-0.598208, 2.724957, 2.686355], [-1.212127, 2.564099, -0.038815], [1.241139, 3.328764, 1.118518], [-3.160969, 1.014104, -0.879743], [0.445106, 1.423941, 3.337410], [-1.444649, -0.926548, -0.809526], [1.223073, -2.836307, 0.206768], [2.191469, 1.979804, 1.682773], [0.929946, 3.103697, 3.452572], [-0.515455, -3.230821, 0.348451], [-0.076556, -1.293997, -0.335599], [1.162433, 2.315511, 1.523622], [-0.725502, -3.619127, -2.041535], [0.955273, -3.066476, -2.312976], [-2.056246, -1.604966, -1.687791], [0.426304, 2.375577, 2.808342], [-1.747471, 0.649598, -0.583008], [0.075166, -0.286487, 1.548810], [0.275978, -3.551699, -1.603661], [1.934515, -0.782430, 0.706436], [1.527138, 1.721206, -0.562501]], "forces_ev_per_angstrom": [[-0.08, -0.12, -0.86], [-0.19, -0.28, 0.19], [-0.33, -0.13, -0.34], [0.89, -0.54, -0.08], [0.41, 1.60, 1.44], [-0.04, 0.21, -0.28], [-0.12, -0.08, 1.35], [0.05, -0.08, -0.42], [0.66, 0.62, 0.85], [-0.10, 0.43, 0.01], [-0.12, -0.16, 0.03], [-0.05, 0.03, 0.21], [-0.11, -0.29, -0.30], [-0.32, 0.10, -0.08], [-0.23, -0.09, 0.10], [2.08, 3.39, 2.54], [-0.46, -0.20, -0.13], [-0.10, -0.04, -0.12], [-0.11, -0.07, 0.09], [0.22, 0.26, -0.01], [-1.19, 0.15, 0.21], [-0.56, -1.33, -0.70], [0.35, -0.01, 0.01], [-0.11, -0.28, 0.01], [-1.32, -1.07, -2.73], [-0.29, 0.14, 0.90], [0.81, -1.11, 0.00], [0.22, 0.05, -0.54], [-0.03, 0.28, 0.13], [0.43, -0.23, 0.63], [-0.26, -1.14, -2.13]], "relative_energy_ev": 4.943, "lumo_energy_ev": [-0.620, -1.621], "spin_multiplicity": 2, "homo_lumo_gap_ev": [8.52, 6.53], "total_charge": 0, "fmax_ev_per_a": 4.7, "energy_ev": -17817.771}

No. 5
{"formula": "C21H27N5O2", "method": "the ωB97M-V functional and the def2-TZVPD basis", "elements": ["H", "H", "C", "C", "C", "C", "C", "C", "O", "H", "H", "C", "N", "C", "C", "H", "H", "H", "C", "N", "C", "H", "H", "H", "N", "C", "N", "C", "H", "H", "H", "H", "C", "H", "C", "C", "H", "H", "H", "C", "C", "C", "H", "H", "H", "H", "N", "H", "O", "H", "C", "C", "H", "H", "H"], "coordinates": [[0.544641, 4.477228, 0.866615], [0.105793, -0.119284, 3.507984], [-2.394988, 0.273113, 0.182337], [0.574800, 2.752565, -5.231074], [3.166189, -5.076113, 3.348784], [2.330901, -3.944683, 2.845908], [-1.470344, 2.903796, -3.376801], [-0.233336, 3.773320, 0.559207], [-1.475604, 1.199773, 2.709439], [-1.499797, -4.041879, 0.732123], [4.182536, -4.736455, 3.540782], [-1.474351, 3.737195, -4.479361], [-1.649139, -1.988152, 0.437808], [0.303763, 2.786875, -0.466716], [0.581532, 1.923379, -4.122143], [-2.263408, 2.953996, -2.646686], [-2.279201, 4.444574, -4.617567], [-1.214620, -1.632171, 1.281448], [-1.045064, 0.996462, 0.365447], [-0.751859, 1.846089, -0.775349], [-1.183549, -3.282428, 0.010286], [1.239106, -0.594241, 4.795929], [0.671531, -4.261881, -0.532326], [2.617550, -2.648725, 4.545816], [0.791592, -1.955222, 1.833005], [1.010282, -3.101797, 1.200994], [1.752359, -4.097147, 1.659861], [-0.451426, 3.662893, -5.410962], [-3.031423, 0.871607, -0.469558], [1.818343, 0.256380, 3.360810], [-0.771391, 3.511629, 2.594497], [-0.244951, 0.240112, 0.515657], [2.153963, -2.776851, 3.580415], [1.374917, 2.688685, -5.954251], [0.347696, -3.303977, -0.127988], [-0.440882, 1.989203, -3.186443], [-2.870363, 0.177687, 1.160667], [1.387218, 1.215355, -3.985719], [0.645964, -2.504639, -0.809390], [-2.241366, -1.119886, -0.406875], [-0.460436, 1.086948, -1.983770], [1.107101, -0.486910, 3.722664], [-1.647046, -3.488249, -0.957300], [1.203688, 2.284551, -0.065287], [0.500242, 0.547435, -1.897941], [-0.455507, 4.311437, -6.274686], [-0.681657, 3.030214, 1.710669], [3.183056, -5.872485, 2.610948], [-2.637157, -1.425360, -1.515496], [0.579822, 3.316789, -1.379750], [1.354549, -1.783105, 3.027462], [-1.100197, 1.755396, 1.691178], [-1.065031, 4.336061, 0.117848], [2.755973, -5.457039, 4.282609], [-1.251015, 0.347933, -2.125757]], "forces_ev_per_angstrom": [[-0.05, -0.07, -0.02], [0.01, 0.00, 0.02], [0.07, -0.08, -0.08], [0.04, 0.04, -0.12], [0.01, -0.01, 0.01], [-0.02, 0.28, 0.21], [0.00, -0.04, -0.01], [0.17, 0.02, -0.47], [-0.22, -0.26, 0.15], [0.00, -0.01, -0.11], [0.08, -0.03, 0.05], [-0.07, 0.04, -0.01], [0.00, -0.11, 0.34], [-0.06, 0.35, 0.17], [-0.05, -0.06, 0.09], [-0.10, 0.02, 0.09], [-0.07, 0.05, -0.01], [-0.13, 0.10, -0.18], [-0.21, -0.20, 0.11], [0.08, 0.13, 0.03], [0.12, -0.12, -0.25], [0.04, 0.05, 0.09], [0.02, 0.05, -0.01], [0.04, 0.02, 0.11], [-0.09, 0.31, -0.03], [0.12, -0.04, -0.14], [0.12, -0.44, -0.14], [0.05, 0.05, -0.10], [0.03, -0.07, 0.00], [0.04, 0.08, -0.01], [-0.04, -0.19, -0.04], [-0.09, 0.13, 0.05], [-0.13, -0.04, -0.27], [0.06, 0.00, -0.05], [-0.25, -0.03, 0.01], [0.08, -0.02, -0.09], [0.04, -0.01, -0.07], [0.08, -0.06, 0.04], [0.00, 0.00, -0.04], [-0.24, 0.25, 0.37], [-0.11, -0.06, 0.02], [-0.05, -0.01, 0.04], [0.03, -0.05, 0.17], [-0.02, 0.02, -0.06], [-0.06, -0.01, -0.02], [0.00, 0.05, -0.06], [0.08, 0.41, 0.25], [0.02, -0.03, 0.00], [-0.09, -0.05, -0.44], [0.03, -0.01, 0.09], [0.27, -0.25, 0.26], [0.13, 0.01, -0.03], [0.15, 0.00, -0.02], [0.02, -0.06, 0.08], [0.08, -0.05, 0.03]], "relative_energy_ev": 0.711, "lumo_energy_ev": 0.688, "homo_lumo_gap_ev": 9.56, "total_charge": 0, "fmax_ev_per_a": 0.5, "smiles": "Cc1cc(C)nc(CCNC(=O)C[C@@H]2C(=O)NCCN2Cc2ccccc2)n1", "energy_ev": -33762.707}

No. 6
{"formula": "C5H7N2", "method": "the ωB97M-V functional and the def2-TZVPD basis", "elements": ["C", "C", "N", "H", "H", "H", "C", "H", "C", "H", "H", "N", "C", "H"], "coordinates": [[1.488404, -0.497025, -0.323837], [-1.096360, -0.395810, 0.345006], [1.241503, -0.732373, 0.806246], [-1.803969, 0.276745, 0.823956], [0.854927, -0.317684, -2.432132], [-0.108686, -1.706249, 2.031922], [0.111417, -0.744070, 1.572524], [-0.206331, 2.003407, -1.822218], [0.166054, 1.365615, -1.029835], [0.140021, 0.036463, 2.334117], [0.613068, 1.891417, -0.192301], [-0.576177, 0.164770, -0.813470], [0.720722, 0.016325, -1.415387], [-1.544592, -1.361531, 0.115411]], "forces_ev_per_angstrom": [[-0.03, -0.81, 3.10], [0.63, -0.75, 1.44], [2.16, 0.45, -3.32], [0.03, 0.00, -0.05], [0.03, -0.11, 0.02], [0.02, 0.01, -0.07], [-2.30, 0.33, 0.30], [0.05, -0.08, -0.05], [-0.16, 0.50, 0.15], [0.00, -0.08, -0.08], [0.08, -0.10, 0.06], [-0.43, 0.44, -0.77], [-0.06, 0.11, -0.81], [-0.02, 0.08, 0.10]], "relative_energy_ev": 4.990, "lumo_energy_ev": [-5.928, -5.928], "homo_lumo_gap_ev": [8.99, 8.99], "total_charge": 1, "fmax_ev_per_a": 4.0, "smiles": "C1#[N+]CCN2C[C@@H]12", "energy_ev": -8267.787}

Number 5 is which compound? C21H27N5O2